This record from the Open Molecules 2025 dataset describes a cluster of 2 separate species, CH3FO3P in total. The level of theory is the ωB97M-V functional and the def2-TZVPD basis.

Calculated values
- Highest occupied orbital energy: -4.6 eV
- Total charge: -1
- Kohn-Sham gap: 8.6 eV
- ΔE to the lowest compared entry with this formula, charge and spin: 33.82 kcal per mole
- Lowest unoccupied orbital energy: 4.0 eV

Last column: Mulliken charge in e.
Atoms and positions in Å:
P: 0.403 -0.855 0.095  1.02
F: 2.511 1.436 -0.087  -0.21
O: 1.171 1.436 0.319  -0.53
O: 0.790 -1.440 1.367  -0.63
O: 0.813 -1.445 -1.243  -0.64
C: -1.178 0.053 0.005  -0.91
H: -1.948 -0.615 -0.393  0.31
H: -0.837 0.785 -0.814  0.27
H: -1.727 0.645 0.752  0.34



This record from the Open Molecules 2025 dataset describes a cluster of 2 separate species, CH3FO4S in total. The level of theory is the ωB97M-V functional and the def2-TZVPD basis.

Calculated values
- Highest occupied orbital energy (alpha / beta): -10.4 / -11.2 eV
- Total charge: 0
- Kohn-Sham gap (alpha / beta): 8.6 / 8.8 eV
- ΔE to the lowest compared entry with this formula, charge and spin: 48.66 kcal per mole
- Lowest unoccupied orbital energy (alpha / beta): -1.9 / -2.4 eV

Last column: Mulliken charge in e.
Atoms and positions in Å:
S: 3.464 -0.164 0.007  1.09
F: 4.156 -0.757 1.353  -0.21
O: 1.620 1.333 0.458  -0.27
O: 4.395 0.821 -0.383  -0.42
O: 0.679 1.508 -0.500  -0.06
O: 3.005 -1.243 -0.789  -0.43
C: -0.370 0.657 -0.487  -0.41
H: -0.132 -0.425 -0.530  0.26
H: -0.999 0.923 0.420  0.23
H: -0.952 0.921 -1.439  0.22



| no. | strongest force on any atom (eV/A) |
| --- | --- |
| 1 | 2.72 |
| 2 | 4.21 |